Entry 1:
The following is a quantum chemistry calculation of a cluster of 7 separate species, C46H76BrN4O23 in total in a non-equilibrium geometry, from the OMol25 dataset.

XYZ file:
```
150
C46H76BrN4O23 (ωB97M-V/def2-TZVPD)
C 1.125 -1.861 -5.448
C 0.781 -0.467 -5.036
O 1.233 0.048 -4.047
O -0.050 0.221 -5.874
C -1.441 0.065 -5.537
C -1.974 1.372 -4.979
C -3.285 1.159 -4.200
C -2.992 0.630 -2.789
C -4.234 0.052 -2.078
C -4.213 -1.364 -1.518
N -3.749 -2.344 -2.472
C -2.582 -2.560 -2.747
O -1.524 -2.792 -3.089
C -5.697 -1.765 -1.253
N -5.869 -3.082 -0.704
C -5.129 -3.242 0.533
C -3.639 -2.888 0.399
C -2.900 -3.178 1.709
C -3.654 -2.872 3.034
C -2.734 -2.220 4.091
C -3.527 -1.355 5.088
N -2.799 -0.113 5.419
C -3.647 0.818 6.188
C -1.568 -0.404 6.114
C -0.291 -0.161 5.372
O -1.562 -0.776 7.263
N -3.490 -1.482 -0.148
O -4.257 -0.626 0.688
C -2.077 -0.969 -0.204
C -1.823 0.491 0.203
C -1.541 0.703 1.676
Br -0.181 0.918 -0.804
H 1.552 -2.363 -4.587
H 1.882 -1.846 -6.229
H 0.267 -2.419 -5.812
H -1.964 -0.178 -6.460
H -1.560 -0.757 -4.832
H -2.174 2.028 -5.821
H -1.241 1.815 -4.310
H -3.798 2.114 -4.122
H -3.906 0.449 -4.751
H -2.668 1.499 -2.222
H -2.128 -0.030 -2.839
H -5.045 0.037 -2.805
H -4.567 0.753 -1.318
H -6.227 -0.993 -0.707
H -6.127 -1.780 -2.252
H -5.643 -3.792 -1.385
H -5.153 -4.289 0.826
H -5.621 -2.636 1.284
H -3.263 -3.586 -0.345
H -1.909 -2.741 1.778
H -2.722 -4.252 1.693
H -4.491 -2.190 2.907
H -4.017 -3.800 3.465
H -2.213 -2.995 4.647
H -2.023 -1.554 3.610
H -3.683 -1.906 6.019
H -4.474 -1.042 4.657
H -3.140 1.130 7.098
H -3.837 1.720 5.611
H -4.578 0.346 6.491
H 0.131 0.778 5.719
H -0.433 -0.085 4.302
H 0.419 -0.951 5.600
H -3.940 -0.771 1.596
H -1.705 -1.065 -1.217
H -1.413 -1.578 0.398
H -2.561 1.173 -0.191
H -0.992 1.622 1.843
H -2.482 0.815 2.222
H -1.012 -0.141 2.103
C 3.040 3.306 9.077
C 3.335 2.333 7.966
C 4.483 2.709 7.058
O 4.109 2.045 5.830
C 2.769 1.945 5.815
O 2.117 1.602 4.876
O 2.246 2.275 7.014
H 2.102 3.052 9.568
H 3.838 3.284 9.818
H 2.947 4.321 8.690
H 3.470 1.326 8.369
H 5.447 2.354 7.402
H 4.542 3.781 6.869
C 3.233 2.131 -3.660
C 4.541 2.257 -2.924
C 4.732 1.307 -1.766
O 5.639 2.035 -0.927
C 5.444 3.356 -1.162
O 5.901 4.236 -0.515
O 4.641 3.528 -2.248
H 3.102 2.958 -4.357
H 3.197 1.198 -4.221
H 2.385 2.158 -2.972
H 5.376 2.187 -3.629
H 5.165 0.352 -2.053
H 3.807 1.137 -1.211
C 7.186 1.137 2.124
C 7.940 1.748 3.275
C 8.380 0.788 4.358
O 8.425 1.642 5.511
C 7.541 2.647 5.307
O 7.201 3.429 6.135
O 7.098 2.638 4.032
H 6.762 1.919 1.494
H 7.852 0.522 1.519
H 6.362 0.520 2.484
H 8.788 2.332 2.909
H 9.354 0.341 4.180
H 7.643 0.002 4.539
C 7.177 6.207 -5.803
C 5.670 6.199 -5.822
C 5.013 5.047 -5.101
O 3.766 4.929 -5.801
C 3.959 5.390 -7.065
O 3.182 5.266 -7.951
O 5.162 6.004 -7.160
H 7.563 6.963 -6.485
H 7.540 6.423 -4.800
H 7.574 5.242 -6.123
H 5.282 7.154 -5.458
H 4.845 5.239 -4.046
H 5.562 4.109 -5.218
C 1.745 -5.821 -3.443
C 2.388 -5.827 -4.806
C 3.314 -6.989 -5.087
O 4.211 -6.426 -6.051
C 4.261 -5.089 -5.840
O 5.033 -4.347 -6.343
O 3.291 -4.716 -4.958
H 1.241 -4.871 -3.263
H 1.014 -6.626 -3.367
H 2.494 -5.949 -2.660
H 1.626 -5.742 -5.587
H 2.812 -7.859 -5.502
H 3.890 -7.283 -4.207
C -10.870 -1.859 0.456
C -10.008 -1.007 1.349
C -8.650 -0.640 0.798
O -7.867 -0.464 1.985
C -8.417 -1.248 2.952
O -7.896 -1.488 3.989
O -9.615 -1.723 2.542
H -11.742 -2.218 1.000
H -11.210 -1.283 -0.404
H -10.320 -2.733 0.102
H -10.552 -0.112 1.662
H -8.656 0.272 0.206
H -8.203 -1.455 0.221
```

Computed properties:
**Lowest unoccupied orbital energy**: -2.45 eV
**HOMO level**: -10.9 eV
**Orbital gap**: 8.40 eV
**Charge**: +1

=====

Entry 2:
The following is a quantum chemistry calculation of a cluster of 2 separate species, C4H12N4O2 in total in a non-equilibrium geometry, from the OMol25 dataset.

XYZ file:
```
22
C4H12N4O2 (ωB97M-V/def2-TZVPD)
C 1.658 -2.120 0.720
C 1.173 -1.053 -0.224
O 0.238 -1.193 -0.998
N 1.858 0.107 -0.172
N 1.579 1.193 -1.030
N 2.918 0.293 0.713
H 1.558 -1.774 1.746
H 2.708 -2.328 0.535
H 1.068 -3.020 0.573
H 1.271 0.815 -1.923
H 0.799 1.745 -0.648
H 2.707 1.074 1.334
H 3.758 0.536 0.190
H -1.426 2.835 0.707
N -0.963 2.125 0.146
C -1.680 1.136 -0.139
O -2.947 0.966 0.256
C -3.620 -0.197 -0.183
H -1.247 0.333 -0.735
H -4.213 0.034 -1.073
H -4.284 -0.512 0.621
H -2.913 -0.996 -0.417
```

Computed properties:
**Lowest unoccupied orbital energy**: 0.94 eV
**HOMO level**: -9.0 eV
**Orbital gap**: 9.90 eV
**Relative energy (zero: lowest compared OMol25 entry of this formula, charge and spin)**: 54.9 kcal/mol
**Charge**: 0

=====

Entry 3:
The following is a quantum chemistry calculation of a structure of composition C3LiO6Pd in a non-equilibrium geometry, from the OMol25 dataset.

XYZ file:
```
11
C3LiO6Pd (ωB97M-V/def2-TZVPD)
C -0.328 0.075 0.747
O 0.202 -0.173 1.804
C -1.849 -0.066 0.395
O -2.046 -0.162 -0.865
O -2.644 -0.221 1.298
Li 2.069 0.561 1.718
Pd -0.536 0.239 -1.786
O 0.363 0.516 -0.302
O 2.648 -0.297 -0.348
O 1.204 -0.314 -2.203
C 1.723 -0.255 -1.101
```

Computed properties:
**Lowest unoccupied orbital energy (alpha / beta)**: -4.72 / -7.03 eV
**Expectation value of S²**: 2.0052
**HOMO level (alpha / beta)**: -13.5 / -14.6 eV
**Orbital gap (alpha / beta)**: 8.73 / 7.60 eV
**Spin multiplicity**: 3
**Relative energy (zero: lowest compared OMol25 entry of this formula, charge and spin)**: 0.0 kcal/mol
**Charge**: +1

=====

Entry 4:
The following is a quantum chemistry calculation of a structure of composition C37H98B2CrF14N9O14S2 in a non-equilibrium geometry, from the OMol25 dataset.

XYZ file:
```
177
C37H98B2CrF14N9O14S2 (ωB97M-V/def2-TZVPD)
Cr 0.984 -2.996 -1.359
B -0.056 -0.267 0.033
F -0.558 -0.209 1.334
F 1.100 0.370 -0.054
F 0.165 -1.534 -0.268
F -0.945 0.146 -0.904
B 0.402 -2.197 -3.795
F 1.279 -1.744 -4.701
F 0.895 -3.341 -3.347
F 0.547 -1.431 -2.620
F -0.892 -2.378 -4.165
C 4.953 -3.177 0.613
F 4.491 -3.475 1.888
F 6.119 -2.584 0.728
F 4.853 -4.220 -0.175
S 3.627 -1.835 0.058
O 2.648 -1.939 1.157
O 4.284 -0.577 -0.174
N 2.829 -2.449 -1.429
S 4.034 -2.312 -2.523
O 5.410 -2.262 -1.992
O 3.859 -3.321 -3.562
C 3.841 -0.658 -3.414
F 4.953 0.057 -3.254
F 3.706 -0.752 -4.658
F 2.827 0.065 -2.778
C 5.142 0.521 3.109
C 5.378 1.268 4.378
O 5.621 2.594 4.073
H 4.322 0.939 2.524
H 4.859 -0.476 3.444
H 5.950 0.445 2.381
H 6.308 0.896 4.807
H 4.548 1.178 5.079
H 4.944 2.874 3.453
C -5.143 2.483 -0.207
C -4.824 2.007 1.210
C -6.060 1.715 2.120
O -5.745 1.631 3.490
C -6.789 1.698 4.479
N -4.165 0.776 0.865
H -5.554 3.491 -0.157
H -5.822 1.828 -0.753
H -4.259 2.623 -0.829
H -4.106 2.682 1.675
H -6.497 0.759 1.832
H -6.672 2.574 1.845
H -6.395 1.506 5.476
H -7.579 0.961 4.334
H -7.193 2.702 4.343
H -3.717 0.591 1.752
H -3.393 0.863 0.220
C -0.697 3.411 1.180
C -0.684 4.064 -0.180
C -0.752 3.153 -1.461
O -0.724 3.957 -2.600
C 0.590 4.363 -2.967
N -1.736 5.084 -0.228
H -1.549 2.739 1.284
H -0.769 4.263 1.855
H 0.241 2.878 1.334
H 0.231 4.655 -0.132
H -1.650 2.538 -1.401
H 0.104 2.480 -1.419
H 0.386 5.292 -3.501
H 0.969 3.615 -3.664
H 1.290 4.641 -2.180
H -1.259 5.939 0.019
H -1.908 5.137 -1.222
C 1.657 -5.699 2.061
C 1.871 -5.052 0.685
C 1.738 -6.043 -0.542
O 1.539 -5.142 -1.629
C 1.386 -5.931 -2.840
N 0.841 -4.021 0.497
H 2.412 -6.475 2.190
H 0.656 -6.117 2.167
H 1.699 -4.918 2.820
H 2.850 -4.595 0.541
H 1.139 -6.925 -0.315
H 2.690 -6.574 -0.573
H 0.875 -5.444 -3.671
H 0.931 -6.920 -2.794
H 2.380 -6.157 -3.226
H 0.955 -3.607 1.411
H -0.017 -4.530 0.656
C 3.973 6.736 -2.800
C 4.434 6.068 -1.571
C 4.527 4.519 -1.781
O 4.453 3.663 -0.636
C 3.976 2.307 -0.897
N 5.701 6.530 -1.207
H 4.692 6.642 -3.613
H 3.872 7.805 -2.611
H 3.058 6.219 -3.089
H 3.721 6.210 -0.759
H 5.489 4.253 -2.218
H 3.786 4.202 -2.516
H 4.196 2.107 -1.945
H 2.897 2.454 -0.836
H 4.514 1.745 -0.133
H 6.203 5.949 -0.551
H 6.315 6.744 -1.980
C -2.122 -4.532 3.259
C -2.162 -3.043 3.318
C -3.060 -2.362 4.441
O -2.772 -0.977 4.380
C -3.554 -0.117 5.180
N -0.739 -2.665 3.310
H -1.922 -5.108 4.163
H -1.430 -4.885 2.494
H -2.996 -5.032 2.843
H -2.477 -2.875 2.289
H -2.799 -2.642 5.462
H -4.107 -2.606 4.264
H -3.645 -0.519 6.189
H -4.589 -0.150 4.839
H -3.132 0.888 5.198
H -0.385 -2.792 4.247
H -0.721 -1.689 3.050
C -3.038 -2.535 -0.946
C -1.967 -3.623 -0.528
C -2.476 -5.043 -0.277
O -1.398 -5.926 -0.113
C -1.682 -7.299 0.125
N -0.987 -3.687 -1.608
H -3.653 -2.879 -1.778
H -2.619 -1.563 -1.204
H -3.809 -2.413 -0.185
H -1.524 -3.353 0.430
H -3.124 -5.493 -1.030
H -3.084 -5.048 0.628
H -0.825 -7.957 -0.023
H -2.456 -7.552 -0.599
H -1.844 -7.506 1.182
H -1.171 -4.601 -1.997
H -1.467 -3.234 -2.372
C 1.596 0.707 4.004
C 1.476 2.212 3.839
C 1.979 3.026 5.049
O 1.470 4.326 5.173
C 1.866 5.315 4.260
N 2.334 2.379 2.699
H 2.567 0.336 4.334
H 1.280 0.192 3.097
H 0.892 0.373 4.766
H 0.420 2.402 3.648
H 3.066 3.017 5.129
H 1.835 2.653 6.063
H 1.332 5.500 3.328
H 2.892 5.124 3.944
H 1.994 6.304 4.700
H 1.930 1.831 1.952
H 2.107 3.289 2.325
C -3.114 2.210 -4.241
C -2.557 0.868 -4.662
C -1.075 0.862 -5.267
O -1.244 1.703 -6.380
C 0.035 1.965 -7.053
N -2.694 -0.030 -3.609
H -3.359 2.357 -3.190
H -4.097 2.415 -4.666
H -2.465 3.057 -4.463
H -3.233 0.508 -5.438
H -0.753 -0.125 -5.600
H -0.432 1.294 -4.501
H -0.092 2.876 -7.638
H 0.186 1.109 -7.711
H 0.872 2.078 -6.364
H -2.212 0.293 -2.782
H -2.254 -0.903 -3.864
C -6.014 -1.093 -2.819
O -5.546 -0.457 -4.025
H -6.539 -0.295 -2.294
H -6.734 -1.877 -3.054
H -5.203 -1.370 -2.145
H -4.782 0.064 -3.767
```

Computed properties:
**Lowest unoccupied orbital energy (alpha / beta)**: -2.33 / -1.39 eV
**Expectation value of S²**: 3.7707
**HOMO level (alpha / beta)**: -8.5 / -8.5 eV
**Orbital gap (alpha / beta)**: 6.15 / 7.09 eV
**Spin multiplicity**: 4
**Charge**: 0

=====

no.,DFT total energy (eV)
1,-172023.521
2,-14396.421
3,-19070.152
4,-171525.894